Arrangement i

ORCA calculation (ωB97M-V/def2-TZVPD) on a cluster of 7 separate species, C14H21N7 in total.

## Properties
LUMO	0.282	eV
SMILES string	CC#N.CC#N.CC#N.CC#N.CC#N.CC#N.CC#N
HOMO-LUMO gap	11.495	eV
highest occupied orbital energy	-11.21	eV

Last columns: bonded neighbours and bond lengths (Å).
Element x y z (Å)
1 H -13.9682 -0.2647 -3.3164  C21 1.088
2 H -13.7111 -4.3247 -1.9529  C27 1.088
3 C -20.7633 1.8032 2.9576  C35 1.466, N39 1.147
4 H -13.6811 -5.4083 -0.4858  C27 1.089
5 C -20.9452 -1.2659 -2.3758  N18 1.148, C31 1.452
6 H -15.2013 -4.9461 -1.3066  C27 1.090
7 H -18.9714 1.9490 4.0640  C35 1.086
8 H -19.1180 3.0470 2.6974  C35 1.093
9 N -12.4374 -2.7859 -4.4024  C12 1.146
10 H -18.7773 1.3756 2.3561  C35 1.087
11 C -18.2055 -0.9958 -0.1070  N29 1.149, C38 1.479
12 C -13.0580 -2.1100 -3.7160  N9 1.146, C21 1.462
13 H -14.3817 -7.0476 1.1774  C32 1.089
14 N -14.2842 -2.7160 0.7524  C28 1.147
15 H -16.2644 -1.7060 -0.6798  C38 1.083
16 C -21.8868 -1.6360 1.6400  H17 1.087, C19 1.475, H24 1.086, H40 1.087
17 H -21.8810 -2.4678 0.9402  C16 1.087
18 N -20.0328 -1.8554 -2.7469  C5 1.148
19 C -22.8402 -1.9484 2.7206  C16 1.475, N41 1.147
20 H -15.7563 -8.1402 1.5434  C32 1.086
21 C -13.8147 -1.2265 -2.8304  H1 1.088, C12 1.462, H26 1.093, H34 1.086
22 H -17.5970 -2.8878 -0.5415  C38 1.092
23 H -22.7639 -1.1008 -1.3052  C31 1.088
24 H -22.1921 -0.6885 1.2064  C16 1.086
25 H -21.7479 0.2867 -1.2052  C31 1.095
26 H -14.8266 -1.6189 -2.7047  C21 1.093
27 C -14.2007 -4.6180 -1.0261  H2 1.088, H4 1.089, H6 1.090, C28 1.460
28 C -14.2653 -3.5274 -0.0579  N14 1.147, C27 1.460
29 N -18.9212 -0.3489 0.5169  C11 1.149
30 N -16.9079 -5.2321 1.0787  C37 1.146
31 C -22.0792 -0.4961 -1.8953  C5 1.452, H23 1.088, H25 1.095, H42 1.087
32 C -15.3034 -7.1731 1.7435  H13 1.089, H20 1.086, H36 1.089, C37 1.459
33 H -17.5691 -1.8001 -1.9306  C38 1.088
34 H -13.3368 -1.1793 -1.8562  C21 1.086
35 C -19.3171 2.0277 3.0377  C3 1.466, H7 1.086, H8 1.093, H10 1.087
36 H -15.0588 -7.1075 2.8028  C32 1.089
37 C -16.2088 -6.0876 1.3815  N30 1.146, C32 1.459
38 C -17.3134 -1.8886 -0.8772  C11 1.479, H15 1.083, H22 1.092, H33 1.088
39 N -21.8895 1.5945 2.8990  C3 1.147
40 H -20.9140 -1.5423 2.1169  C16 1.087
41 N -23.5457 -2.2086 3.5866  C19 1.147
42 H -22.5897 0.0332 -2.6960  C31 1.087

Mulliken atomic charge list, values in e, 8 entries: atom 1 (H): 0.362, atom 2 (H): 0.246, atom 3 (C): 0.375, atom 4 (H): 0.194, atom 5 (C): 0.432, atom 6 (H): 0.291, atom 7 (H): 0.274, atom 8 (H): 0.264


Arrangement ii

ORCA calculation (ωB97M-V/def2-TZVPD) on a cluster of 7 separate species, C14H21N7 in total.

## Properties
LUMO	0.077	eV
SMILES string	CC#N.CC#N.CC#N.CC#N.CC#N.CC#N.CC#N
HOMO-LUMO gap	10.859	eV
highest occupied orbital energy	-10.78	eV

Last columns: bonded neighbours and bond lengths (Å).
Element x y z (Å)
1 C 9.3828 14.7403 -17.7524  H11 1.090, C12 1.489, H24 1.090, H34 1.090
2 N 14.8695 20.8201 -17.3318  C30 1.155
3 N 15.3211 21.8421 -12.6739  C28 1.165
4 N 13.0793 15.3191 -18.6064  C18 1.165
5 H 12.0322 19.4428 -17.5256  C23 1.090
6 H 14.7723 13.2675 -17.1061  C25 1.090
7 N 10.7605 16.5926 -16.4642  C12 1.154
8 H 15.5475 23.6832 -20.1790  C15 1.090
9 H 9.0540 20.9453 -15.6782  C39 1.090
10 C 15.4386 19.4691 -13.7369  H13 1.090, H17 1.090, C28 1.440, H31 1.090
11 H 8.7893 14.1001 -17.0997  C1 1.090
12 C 10.1680 15.7795 -17.0299  C1 1.489, N7 1.154
13 H 15.6225 19.6651 -14.7932  C10 1.090
14 H 16.1589 25.0764 -17.0130  C36 1.090
15 C 16.2520 22.9148 -19.8606  H8 1.090, H21 1.090, H26 1.090, C41 1.490
16 C 15.2457 24.8165 -15.2618  N33 1.167, C36 1.446
17 H 14.5426 18.8801 -13.5413  C10 1.090
18 C 13.7051 14.3617 -18.3874  N4 1.165, C25 1.483
19 H 9.5700 19.5416 -16.7844  C39 1.090
20 H 12.9826 18.4371 -16.2902  C23 1.090
21 H 16.3325 22.8196 -18.7778  C15 1.090
22 H 14.8667 23.7425 -16.9233  C36 1.090
23 C 12.9670 18.9552 -17.2490  H5 1.090, H20 1.090, C30 1.511, H38 1.090
24 H 10.0333 14.1448 -18.3930  C1 1.090
25 C 14.5327 13.1515 -18.1631  H6 1.090, C18 1.483, H27 1.090, H35 1.090
26 H 15.9081 21.9926 -20.3290  C15 1.090
27 H 15.3081 13.1889 -18.9283  C25 1.090
28 C 15.3916 20.7628 -13.1057  N3 1.165, C10 1.440
29 H 16.5055 23.4728 -16.2706  C36 1.090
30 C 14.0408 20.0157 -17.3165  N2 1.155, C23 1.511
31 H 16.2995 19.0048 -13.2559  C10 1.090
32 C 10.7109 20.0710 -15.0444  N37 1.147, C39 1.446
33 N 14.8996 25.3156 -14.2654  C16 1.167
34 H 8.7811 15.3887 -18.3894  C1 1.090
35 H 13.9755 12.2590 -18.4478  C25 1.090
36 C 15.7413 24.2207 -16.4824  H14 1.090, C16 1.446, H22 1.090, H29 1.090
37 N 11.7271 20.2369 -14.5398  C32 1.147
38 H 13.1628 18.2304 -18.0392  C23 1.090
39 C 9.4705 19.9428 -15.7758  H9 1.090, H19 1.090, C32 1.446, H40 1.090
40 H 8.9088 19.1711 -15.2496  C39 1.090
41 C 17.6038 23.3638 -20.2962  C15 1.490, N42 1.180
42 N 18.6686 23.7342 -20.6463  C41 1.180

Mulliken atomic charge list, values in e, 8 entries: atom 1 (C): -0.745, atom 2 (N): -0.404, atom 3 (N): -0.425, atom 4 (N): -0.395, atom 5 (H): 0.045, atom 6 (H): 0.252, atom 7 (N): -0.367, atom 8 (H): 0.267


Arrangement iii

ORCA calculation (ωB97M-V/def2-TZVPD) on a cluster of 7 separate species, C14H21N7 in total.

## Properties
LUMO	0.001	eV
SMILES string	CC#N.CC#N.CC#N.CC#N.CC#N.CC#N.CC#N
HOMO-LUMO gap	11.121	eV
highest occupied orbital energy	-11.12	eV

Last columns: bonded neighbours and bond lengths (Å).
Element x y z (Å)
1 H -0.7113 -1.3678 3.1206  C17 1.089
2 N -2.1734 -3.4471 4.8920  C26 1.146
3 C -4.1181 1.1519 -0.5757  C5 1.448, H25 1.089, H28 1.090, H40 1.088
4 C 3.9311 1.6481 -4.7258  H9 1.094, C11 1.445, H23 1.089, H37 1.087
5 C -5.4779 1.0237 -0.0963  C3 1.448, N30 1.145
6 H 0.6445 -6.4840 -2.2069  C12 1.086
7 C 0.1364 -0.1532 -0.1482  H15 1.093, H20 1.083, C27 1.443, H33 1.094
8 H 2.1676 0.1336 5.0677  C38 1.093
9 H 4.0297 2.7232 -4.5481  C4 1.094
10 N -1.3958 2.0882 -1.7773  C18 1.145
11 C 3.2616 1.1162 -3.5613  C4 1.445, N13 1.145
12 C 1.0504 -5.9456 -1.3561  H6 1.086, H19 1.091, H21 1.090, C24 1.451
13 N 2.7229 0.7238 -2.6305  C11 1.145
14 H 0.1778 3.3705 -4.1182  C16 1.090
15 H 0.2909 -1.2263 -0.2847  C7 1.093
16 C -0.4619 3.8914 -3.4055  H14 1.090, C18 1.459, H22 1.090, H31 1.085
17 C -1.7677 -1.6258 3.0666  H1 1.089, C26 1.466, H32 1.089, H34 1.089
18 C -1.0064 2.8719 -2.5156  N10 1.145, C16 1.459
19 H 0.9012 -6.5327 -0.4484  C12 1.091
20 H 0.4503 0.3539 -1.0518  C7 1.083
21 H 2.1276 -5.8138 -1.4577  C12 1.090
22 H -1.3166 4.3334 -3.9165  C16 1.090
23 H 4.9531 1.2900 -4.8373  C4 1.089
24 C 0.4268 -4.6495 -1.1656  C12 1.451, N42 1.146
25 H -3.6403 1.9785 -0.0527  C3 1.089
26 C -2.0202 -2.6178 4.1156  N2 1.146, C17 1.466
27 C 0.7595 0.3500 1.0522  C7 1.443, N39 1.150
28 H -3.5729 0.2220 -0.4177  C3 1.090
29 N 2.1342 2.0619 7.3959  C41 1.148
30 N -6.5552 0.9415 0.2845  C5 1.145
31 H 0.1183 4.6147 -2.8414  C16 1.085
32 H -2.4221 -0.7694 3.2243  C17 1.089
33 H -0.9378 -0.0905 0.0474  C7 1.094
34 H -1.9852 -1.9865 2.0625  C17 1.089
35 H 3.1184 1.4535 4.3648  C38 1.082
36 H 1.3179 1.5774 4.4387  C38 1.083
37 H 3.3559 1.4319 -5.6223  C4 1.087
38 C 2.2193 1.2145 4.9172  H8 1.093, H35 1.082, H36 1.083, C41 1.473
39 N 1.2350 0.7170 2.0328  C27 1.150
40 H -4.0557 1.3562 -1.6423  C3 1.088
41 C 2.1680 1.7095 6.3035  N29 1.148, C38 1.473
42 N -0.0799 -3.6383 -0.9822  C24 1.146

Mulliken atomic charge list, values in e, 8 entries: atom 1 (H): 0.125, atom 2 (N): -0.351, atom 3 (C): -0.619, atom 4 (C): -0.880, atom 5 (C): 0.205, atom 6 (H): 0.279, atom 7 (C): -0.054, atom 8 (H): 0.236


Energies relative to the minimum, kcal/mol: arrangement i 0.0; arrangement ii 22.0; arrangement iii 6.7


Arrangement i

ORCA calculation (ωB97M-V/def2-TZVPD) on a cluster of 2 separate species, C4H9O2P in total.

## Properties
LUMO (spin up / spin down)	0.211 / 0.734	eV
HOMO-LUMO gap (spin up / spin down)	7.712 / 7.705	eV
highest occupied orbital energy (spin up / spin down)	-7.50 / -6.97	eV

Last columns: bonded neighbours and bond lengths (Å).
Element x y z (Å)
1 C -3.2605 -1.8082 0.4570  H5 1.074, O14 1.302, H15 1.073
2 P -0.8660 -0.6966 0.8650  O9 1.668, O14 1.562
3 H 4.1268 0.8914 0.5804  C10 1.078
4 H 2.6303 -1.0087 1.0590  C16 1.076
5 H -3.8471 -2.6372 0.8070  C1 1.074
6 H -0.2623 1.9441 0.2695  C11 1.091
7 H -0.0238 1.3695 -1.3972  C11 1.093
8 H 3.2594 1.1783 -1.0010  C10 1.080
9 O -1.4382 0.3388 -0.3113  P2 1.668, C11 1.404
10 C 3.3418 0.5942 -0.0966  H3 1.078, H8 1.080, C16 1.317
11 C -0.7633 1.5335 -0.6088  H6 1.091, H7 1.093, O9 1.404, H12 1.090
12 H -1.5123 2.2428 -0.9605  C11 1.090
13 H 1.7713 -0.7248 -0.5256  C16 1.077
14 O -2.0853 -1.6645 0.9984  C1 1.302, P2 1.562
15 H -3.6146 -1.1316 -0.2968  C1 1.073
16 C 2.5438 -0.4210 0.1614  H4 1.076, C10 1.317, H13 1.077

Mulliken atomic charge list, values in e, 8 entries: atom 1 (C): -0.425, atom 2 (P): 0.076, atom 3 (H): 0.233, atom 4 (H): 0.214, atom 5 (H): 0.312, atom 6 (H): 0.320, atom 7 (H): 0.232, atom 8 (H): 0.224


Arrangement ii

ORCA calculation (ωB97M-V/def2-TZVPD) on an isolated molecule of C4H9O2P.

## Properties
LUMO	0.605	eV
SMILES string	CP(C)(=O)CC=O
HOMO-LUMO gap	10.331	eV
highest occupied orbital energy	-9.73	eV

Last columns: bonded neighbours and bond lengths (Å).
Element x y z (Å)
1 H 0.6867 -2.4557 -0.4025  C12 1.146
2 H -1.2068 -1.2022 1.5848  C16 1.049
3 H 1.0196 -1.4028 -1.8410  C12 1.060
4 H 0.3594 -0.8902 2.2835  C16 1.089
5 C 0.9643 1.8638 -1.4954  H8 1.200, C10 1.522, O13 1.216
6 H -0.8842 0.5744 1.9011  C16 1.178
7 O 2.0576 0.0089 0.7178  P9 1.469
8 H 2.0789 1.8674 -1.0514  C5 1.200
9 P 0.6639 -0.1580 0.2832  O7 1.469, C10 1.884, C12 1.926, C16 1.797
10 C -0.0562 1.4179 -0.4576  C5 1.522, P9 1.884, H11 1.112, H14 1.109
11 H -0.9972 1.0889 -0.9505  C10 1.112
12 C 0.3657 -1.5451 -1.0196  H1 1.146, H3 1.060, P9 1.926, H15 1.152
13 O 0.8470 2.2337 -2.6475  C5 1.216
14 H -0.4686 2.2362 0.1673  C10 1.109
15 H -0.7477 -1.8341 -1.0794  C12 1.152
16 C -0.4400 -0.4903 1.6622  H2 1.049, H4 1.089, H6 1.178, P9 1.797

Mulliken atomic charge list, values in e, 8 entries: atom 1 (H): 0.314, atom 2 (H): 0.370, atom 3 (H): 0.360, atom 4 (H): 0.303, atom 5 (C): -0.087, atom 6 (H): 0.283, atom 7 (O): -0.702, atom 8 (H): 0.282


Energies relative to the minimum, kcal/mol: arrangement i 66.5; arrangement ii 0.0


Arrangement i

ORCA calculation (ωB97M-V/def2-TZVPD) on a cluster of 2 separate species, C4H9NO in total.

## Properties
LUMO (spin up / spin down)	2.755 / 2.741	eV
spin multiplicity	2
⟨S²⟩	0.76
total charge	-1
HOMO-LUMO gap (spin up / spin down)	2.505 / 5.931	eV
highest occupied orbital energy (spin up / spin down)	0.25 / -3.19	eV

Last columns: bonded neighbours and bond lengths (Å).
Element x y z (Å)
1 N -0.9669 -1.6083 -0.3891  C12 1.336, C13 1.383
2 H 1.5342 -2.9719 -0.2547  C10 1.090
3 H 0.4050 5.7020 4.6093  O9 0.963
4 H -1.9447 0.1768 -1.2053  C12 1.096
5 H -2.6613 -0.5644 0.2640  C12 1.096
6 H 2.2419 -1.4902 -1.0074  C10 1.102
7 C 0.1333 -1.2466 -2.5407  C13 1.352, H14 1.087, H15 1.087
8 H -0.5549 4.5876 4.0477  O9 0.965
9 O 0.3664 4.8294 4.2049  H3 0.963, H8 0.965
10 C 1.3802 -1.9135 -0.4668  H2 1.090, H6 1.102, H11 1.086, C13 1.503
11 H 1.4830 -1.4415 0.5060  C10 1.086
12 C -1.7966 -0.5611 -0.4091  N1 1.336, H4 1.096, H5 1.096
13 C 0.1306 -1.5764 -1.2300  N1 1.383, C7 1.352, C10 1.503
14 H -0.7809 -0.9068 -3.0205  C7 1.087
15 H 1.0307 -1.0149 -3.1083  C7 1.087

Mulliken atomic charge list, values in e, 8 entries: atom 1 (N): -0.568, atom 2 (H): 0.189, atom 3 (H): 0.312, atom 4 (H): 0.255, atom 5 (H): 0.218, atom 6 (H): 0.270, atom 7 (C): -0.913, atom 8 (H): 0.332


Arrangement ii

ORCA calculation (ωB97M-V/def2-TZVPD) on a cluster of 2 separate species, C4H9NO in total.

## Properties
LUMO (spin up / spin down)	3.604 / 2.414	eV
spin multiplicity	2
⟨S²⟩	0.76
total charge	-1
HOMO-LUMO gap (spin up / spin down)	5.508 / 4.140	eV
highest occupied orbital energy (spin up / spin down)	-1.90 / -1.73	eV

Last columns: bonded neighbours and bond lengths (Å).
Element x y z (Å)
1 H -0.4895 1.1141 -0.3638  C7 1.143
2 H -3.3933 0.4313 2.1092  C14 1.120
3 C 2.4293 -0.3029 0.0762  O5 1.230, H6 1.180, C10 1.403
4 N -2.9610 0.0622 -0.1112  H11 1.012, C14 1.440
5 O 3.6058 -0.5231 -0.2080  C3 1.230
6 H 2.1140 -0.1938 1.2082  C3 1.180
7 C -0.1208 0.0334 -0.4115  H1 1.143, C10 1.457, H12 1.161, H13 1.135
8 H -1.9632 0.8030 0.8367  C14 1.150
9 H -3.6767 1.6969 0.9497  C14 1.071
10 C 1.2703 -0.2754 -0.7141  C3 1.403, C7 1.457, H15 1.102
11 H -3.7634 -0.4940 -0.3785  N4 1.012
12 H -0.9036 -0.5157 -1.0703  C7 1.161
13 H -0.3851 -0.3659 0.6174  C7 1.135
14 C -3.0804 0.8207 1.1064  H2 1.120, N4 1.440, H8 1.150, H9 1.071
15 H 1.3508 -0.3819 -1.8084  C10 1.102

Mulliken atomic charge list, values in e, 8 entries: atom 1 (H): 0.140, atom 2 (H): 0.194, atom 3 (C): -0.266, atom 4 (N): -0.344, atom 5 (O): -0.686, atom 6 (H): 0.158, atom 7 (C): -0.721, atom 8 (H): 0.139


Energies relative to the minimum, kcal/mol: arrangement i 0.0; arrangement ii 51.9